Molecular formula: C50H53CaClGeIN9O
Method: DFT, ωB97M-V/def2-TZVPD

The geometry in XYZ format:
```
117
Properties=species:S:1:pos:R:3:mulliken_charge:R:1
Ca -2.01 0.39 -0.64 3.228
C -5.27 -0.53 -0.66 -1.027
C -4.46 -1.78 -0.74 0.843
C -4.98 -3.01 -0.35 -0.923
C -4.18 -4.14 -0.43 -0.975
C -2.89 -4.02 -0.93 -1.188
C -2.44 -2.76 -1.30 0.624
N -3.21 -1.67 -1.20 -0.059
C -1.07 -2.56 -1.85 -0.216
C -0.41 -3.58 -2.55 -1.012
C 0.80 -3.29 -3.15 -1.600
C 1.32 -2.01 -3.08 -0.792
C 0.62 -1.06 -2.35 -1.178
N -0.52 -1.35 -1.72 3.251
C 0.95 0.43 -2.34 2.903
C 2.30 0.87 -2.91 -1.069
C 2.96 2.03 -2.68 -1.197
C 2.76 3.16 -1.77 -0.773
C 1.72 3.39 -0.93 0.772
C 1.53 4.60 -0.08 -1.327
N 0.68 2.46 -1.06 -0.484
H -6.28 -0.73 -0.31 0.439
H -5.34 -0.04 -1.64 0.254
H -4.82 0.18 0.05 0.103
H -5.99 -3.07 0.03 0.481
H -4.55 -5.10 -0.11 0.461
H -2.24 -4.88 -0.99 0.377
H -0.86 -4.55 -2.66 0.653
H 1.32 -4.06 -3.71 0.505
H 2.24 -1.76 -3.60 0.549
H 2.75 0.21 -3.64 0.569
H 3.86 2.13 -3.27 0.438
H 3.51 3.93 -1.83 0.469
H 2.34 5.31 -0.23 0.444
H 1.48 4.34 0.98 0.186
H 0.58 5.08 -0.33 0.289
C -0.07 1.10 -3.32 -1.975
N -1.47 0.69 -3.21 0.194
C -2.40 1.58 -3.92 -1.461
C -3.18 2.41 -2.95 -0.084
N -3.01 2.38 -1.65 0.413
C -3.90 3.32 -1.14 -0.463
C -4.12 3.70 0.18 -0.225
C -5.07 4.68 0.40 -0.956
C -5.78 5.26 -0.66 -0.464
C -5.57 4.89 -1.97 -1.175
C -4.62 3.90 -2.18 0.605
N -4.13 3.30 -3.33 -0.087
C 1.01 1.10 -0.96 -0.235
N -0.04 1.65 -0.06 0.000
C 0.56 1.78 1.24 -0.107
C -0.04 2.30 2.37 -0.997
C 0.79 2.54 3.45 -0.955
C 2.16 2.30 3.38 -1.101
C 2.74 1.74 2.25 -0.298
C 1.90 1.46 1.20 0.376
N 2.19 0.79 -0.06 0.552
H 0.32 0.89 -4.32 0.271
H -0.02 2.18 -3.17 1.005
H -1.58 -0.25 -3.58 0.251
H -1.88 2.23 -4.63 0.507
H -3.09 0.98 -4.51 0.533
H -3.60 3.22 1.00 0.555
H -5.28 5.00 1.41 0.487
H -6.52 6.02 -0.44 0.417
H -6.13 5.34 -2.78 0.445
H -4.40 3.50 -4.28 0.227
H -1.11 2.49 2.38 0.592
H 0.37 2.95 4.36 0.490
H 2.79 2.54 4.23 0.531
H 3.80 1.53 2.21 0.531
H 3.01 1.22 -0.50 0.125
Cl -4.36 -3.72 5.07 -0.252
C -3.85 -2.47 3.99 0.374
C -4.50 -1.27 3.97 -0.445
C -4.11 -0.25 3.10 0.050
I -5.17 1.54 3.13 0.066
C -3.06 -0.39 2.20 -1.095
O -2.69 0.52 1.36 -0.455
C -2.36 -1.66 2.23 0.409
N -1.34 -1.81 1.35 0.897
C -0.69 -2.95 1.35 -0.675
C -0.99 -4.03 2.20 -1.492
C -2.02 -3.90 3.08 -1.351
C -2.75 -2.69 3.12 -0.005
H -5.34 -1.12 4.64 0.466
H 0.11 -3.05 0.63 0.983
H -0.41 -4.94 2.14 0.619
H -2.30 -4.70 3.75 0.457
C 5.24 -3.35 2.26 -1.161
C 3.82 -3.76 1.90 -0.081
C 2.75 -2.91 2.59 -0.547
C 2.80 -1.42 2.24 -0.781
Ge 2.79 -1.19 0.30 1.562
C 4.42 -1.21 -0.80 -0.870
C 5.36 -0.01 -0.69 -0.455
C 6.00 0.18 0.67 0.212
C 6.80 1.47 0.77 -1.679
H 5.98 -4.02 1.82 0.400
H 5.38 -3.37 3.34 0.369
H 5.48 -2.34 1.92 0.075
H 3.66 -4.80 2.16 0.647
H 3.69 -3.72 0.81 -0.056
H 2.85 -3.01 3.67 0.639
H 1.76 -3.30 2.34 -0.380
H 3.68 -0.94 2.67 0.712
H 1.92 -0.92 2.64 0.446
H 1.63 -1.96 -0.32 -1.185
H 4.10 -1.36 -1.83 0.439
H 4.96 -2.12 -0.52 0.720
H 4.85 0.92 -0.99 -0.301
H 6.15 -0.12 -1.44 0.718
H 6.64 -0.68 0.89 0.492
H 5.23 0.16 1.46 -0.169
H 7.59 1.49 0.02 0.425
H 7.27 1.58 1.75 0.426
H 6.16 2.34 0.60 0.291
```

Summary:
Charge: +2
Kohn-Sham gap (eV): 6.206
Total energy (Eh): -6017.2487
Largest force on an atom (eV Å⁻¹): 0.708



Molecular formula: C50H53FN7O3STl
Method: DFT, ωB97M-V/def2-TZVPD

The geometry in XYZ format:
```
116
Properties=species:S:1:pos:R:3:mulliken_charge:R:1
Tl 0.06 0.30 -0.34 1.015
C 0.35 -2.55 -8.27 -0.993
C -0.76 -2.83 -7.26 -0.869
N -0.62 -2.06 -6.03 0.197
C 0.00 -2.67 -4.94 -0.093
C 0.48 -2.03 -3.86 0.145
C 0.87 -2.82 -2.61 -0.045
O 1.78 -3.66 -2.74 -0.757
O 0.15 -2.52 -1.64 -0.600
C 0.52 -0.58 -3.89 0.975
O 1.16 0.14 -3.15 -0.748
C -0.34 0.05 -4.94 0.357
C -0.59 1.41 -4.84 -1.049
C -1.35 2.02 -5.79 1.000
F -1.55 3.36 -5.75 -0.409
C -1.90 1.30 -6.85 -1.082
C -1.64 -0.05 -6.96 -0.464
C -0.85 -0.71 -6.00 -0.023
N -2.73 1.93 -7.83 0.388
C -3.62 2.99 -7.39 -0.415
C -4.75 3.12 -8.39 -0.922
N -4.14 3.44 -9.74 -0.148
C -3.15 2.37 -10.17 -0.775
C -2.10 2.25 -9.09 -0.439
H 0.22 -3.17 -9.16 0.400
H 1.32 -2.77 -7.83 0.311
H 0.35 -1.50 -8.58 0.239
H -0.75 -3.88 -6.97 0.464
H -1.74 -2.64 -7.70 0.334
H 0.03 -3.75 -4.99 0.383
H -0.17 1.96 -4.01 0.595
H -2.11 -0.60 -7.77 0.403
H -3.11 3.96 -7.31 0.408
H -4.03 2.76 -6.41 0.311
H -5.44 3.93 -8.15 0.422
H -5.29 2.18 -8.51 0.360
H -3.64 4.32 -9.65 0.404
H -4.86 3.57 -10.45 0.348
H -2.75 2.67 -11.14 0.409
H -3.72 1.45 -10.27 0.355
H -1.52 3.19 -9.04 0.237
H -1.40 1.46 -9.37 0.412
S -2.03 4.90 1.23 -0.339
C -0.67 4.66 2.24 -0.498
C 0.02 3.54 1.89 -0.551
C -0.50 2.79 0.78 -0.760
C -1.62 3.43 0.33 0.787
C -2.51 3.02 -0.77 0.198
C -3.46 3.88 -1.36 -0.784
C -4.27 3.41 -2.37 -0.417
C -4.13 2.10 -2.81 -0.787
C -3.15 1.33 -2.20 -0.683
N -2.37 1.76 -1.22 0.114
H -0.46 5.36 3.03 0.419
H 0.92 3.24 2.43 0.423
H -3.56 4.90 -1.01 0.350
H -5.01 4.07 -2.81 0.385
H -4.76 1.68 -3.59 0.514
H -2.99 0.30 -2.50 0.619
C 5.32 -4.42 3.20 -1.606
C 4.06 -4.81 2.41 2.147
C 3.12 -5.60 3.33 -1.743
C 4.46 -5.72 1.24 -2.091
C 3.39 -3.53 1.92 0.636
C 3.47 -3.10 0.60 -0.332
C 2.85 -1.92 0.23 -0.831
N 2.17 -1.16 1.07 -0.430
C 2.06 -1.57 2.33 -0.899
C 2.66 -2.73 2.80 -0.130
C 1.18 -0.74 3.22 -0.409
C 1.46 -0.58 4.57 0.114
C 0.62 0.20 5.36 0.656
C -0.49 0.76 4.73 -1.106
C -0.70 0.54 3.38 -0.978
N 0.12 -0.19 2.63 0.163
C 0.91 0.49 6.83 2.176
C 2.01 -0.43 7.39 -2.084
C 1.37 1.95 6.96 -1.625
C -0.36 0.28 7.67 -1.733
H 5.86 -5.31 3.53 0.423
H 5.06 -3.83 4.08 0.331
H 5.99 -3.82 2.58 0.376
H 3.61 -6.53 3.64 0.462
H 2.20 -5.86 2.81 0.389
H 2.86 -5.05 4.23 0.351
H 4.82 -6.67 1.63 0.436
H 5.27 -5.28 0.65 0.378
H 3.62 -5.91 0.57 0.471
H 3.97 -3.69 -0.16 0.372
H 2.88 -1.59 -0.80 0.491
H 2.53 -3.02 3.83 0.475
H 2.34 -1.04 4.98 0.654
H -1.18 1.40 5.27 0.307
H -1.54 0.99 2.87 0.572
H 2.96 -0.26 6.89 0.368
H 1.74 -1.48 7.28 0.428
H 2.15 -0.21 8.45 0.442
H 2.31 2.11 6.41 0.375
H 1.54 2.20 8.01 0.426
H 0.63 2.63 6.55 0.359
H -0.78 -0.71 7.52 0.378
H -1.13 1.02 7.43 0.326
H -0.12 0.39 8.73 0.464
N -2.42 -0.80 0.66 -0.062
C -3.24 -1.57 0.91 -0.416
C -4.24 -2.57 1.21 0.600
C -4.00 -3.50 2.21 -0.414
C -4.96 -4.46 2.50 -0.526
C -6.16 -4.47 1.80 -0.357
C -6.40 -3.53 0.81 -0.525
C -5.44 -2.58 0.51 -0.426
H -3.06 -3.48 2.73 0.526
H -4.78 -5.19 3.28 0.379
H -6.92 -5.21 2.04 0.377
H -7.34 -3.55 0.26 0.371
H -5.61 -1.84 -0.27 0.495
```

Summary:
Relative energy (zero: lowest compared OMol25 entry of this formula, charge and spin) (kcal per mole): 10.67
Kohn-Sham gap (eV): 3.353
Total energy (Eh): -3216.5489
Largest force on an atom (eV Å⁻¹): 0.611